# 1
Below is a structure of composition C27H46AlF6N2O4PS2 at a distorted geometry, with properties calculated with ωB97M-V/def2-TZVPD.

Values from the calculation:
**Orbital gap (alpha / beta)**: 0.30361 / 0.22318 Eh
**HOMO energy (alpha / beta)**: -7.8 / -6.2 eV

Geometry as ORCA input:
```
! RIJCOSX wB97M-V def2-TZVPD def2/J DEFGRID3
* xyz 0 1
Al -2.702 -0.515 0.010
F -3.401 3.701 0.878
C -3.927 2.900 1.799
F -5.005 2.314 1.324
F -4.239 3.611 2.877
S -2.643 1.661 2.279
O -2.245 1.036 0.997
O -1.618 2.383 2.944
N -3.450 0.692 3.199
S -3.591 -0.850 3.032
O -3.353 -1.294 1.646
O -4.746 -1.366 3.666
C -2.134 -1.532 3.920
F -2.174 -1.157 5.190
F -2.148 -2.857 3.837
F -1.019 -1.068 3.354
C -5.851 -0.930 -2.241
C -5.293 0.075 -1.289
N -4.258 0.151 -0.660
H -5.238 -1.843 -2.267
H -5.875 -0.485 -3.236
H -6.874 -1.184 -1.970
C 3.472 0.057 3.303
C 2.034 0.522 3.494
C 1.507 1.173 2.208
C 2.072 0.509 0.934
C 2.380 -0.961 1.236
C 3.531 -1.060 2.247
P 0.888 0.681 -0.470
C 0.987 2.470 -0.964
C -0.033 3.341 -0.215
C 0.137 4.795 -0.639
C 1.473 5.360 -0.130
C 2.526 4.258 0.049
C 2.386 3.146 -0.989
C 1.763 -0.097 -1.915
C 3.299 0.052 -2.010
C 3.933 -1.062 -2.855
C 3.046 -1.398 -4.047
C 1.698 -1.977 -3.573
C 1.370 -1.557 -2.136
H 3.898 -0.291 4.246
H 4.081 0.909 2.986
H 1.953 1.229 4.322
H 1.418 -0.339 3.766
H 1.775 2.231 2.215
H 0.418 1.137 2.199
H 3.016 0.998 0.669
H 2.642 -1.514 0.333
H 1.474 -1.436 1.629
H 4.481 -1.008 1.709
H 3.503 -2.037 2.735
H 0.625 2.427 -1.999
H 0.095 3.256 0.868
H -1.040 2.985 -0.437
H -0.694 5.406 -0.281
H 0.105 4.838 -1.732
H 1.318 5.863 0.827
H 1.843 6.120 -0.822
H 2.441 3.829 1.049
H 3.530 4.684 -0.010
H 3.182 2.416 -0.841
H 2.557 3.571 -1.983
H 1.321 0.457 -2.755
H 3.757 0.055 -1.019
H 3.539 1.016 -2.465
H 4.079 -1.960 -2.248
H 4.928 -0.750 -3.181
H 3.547 -2.100 -4.716
H 2.881 -0.486 -4.628
H 1.714 -3.068 -3.641
H 0.897 -1.638 -4.235
H 1.903 -2.199 -1.429
H 0.306 -1.695 -1.931
C -3.277 -3.959 -0.562
C -1.883 -3.350 -0.785
C -1.026 -3.567 0.468
C -1.228 -4.088 -1.962
C -2.009 -1.878 -1.099
H -3.189 -5.040 -0.438
H -3.925 -3.762 -1.418
H -3.763 -3.554 0.327
H -1.152 -4.579 0.857
H -1.288 -2.875 1.271
H 0.033 -3.415 0.247
H -1.155 -5.158 -1.754
H -0.224 -3.716 -2.156
H -1.821 -3.959 -2.869
H -2.272 -1.698 -2.144
*
```

What are the Mulliken partial charges on each atom? They are as follows, in elementary charge units: -1.01, -0.18, 0.56, -0.19, -0.20, 1.04, 0.48, -0.64, -0.65, 1.17, -0.33, -0.64, 0.66, -0.25, -0.20, -0.16, -0.81, 0.28, 0.18, 0.00, 0.34, 0.35, -0.97, -0.61, 0.13, 0.43, -0.11, -1.02, 0.40, -0.23, 0.06, -1.11, -0.88, -0.60, -1.01, 0.93, -0.88, -0.94, -0.83, -0.93, 0.04, 0.50, 0.32, 0.58, 0.06, 0.01, -0.88, 0.67, -0.20, -0.06, 0.31, 0.50, 0.53, 0.03, 0.24, 0.38, 0.39, 0.35, 0.38, -0.06, 0.53, 0.19, 0.50, 0.77, 0.02, 0.32, 0.28, 0.54, 0.45, 0.36, 0.55, 0.29, 0.29, -1.22, -1.82, 2.83, -1.27, -1.79, -1.21, 0.54, 0.26, 0.25, 0.53, 0.00, 0.15, 0.46, 0.30, 0.39, 0.77

***

# 2
Below is a structure of composition C27H46BBrCuN6, with properties calculated with ωB97M-V/def2-TZVPD.

Values from the calculation:
**Orbital gap**: 0.26151 Eh
**HOMO energy**: -4.4 eV

Geometry as ORCA input:
```
! RIJCOSX wB97M-V def2-TZVPD def2/J DEFGRID3
* xyz -1 1
Cu -0.004 -0.003 2.290
C -1.926 -2.682 3.568
C -2.529 -3.088 2.238
C -3.999 -2.667 2.161
C -1.793 -2.578 1.029
C -1.787 -3.220 -0.216
C -1.052 -2.408 -1.047
C -0.534 -2.825 -2.403
C -1.030 -2.087 -3.642
C 0.995 -2.908 -2.343
N -0.674 -1.323 -0.328
N -1.094 -1.453 0.970
B -0.005 0.001 -0.786
N 1.477 0.081 -0.327
N 1.799 -0.215 0.972
C 3.123 -0.260 1.032
C 3.677 0.057 -0.215
C 2.607 0.287 -1.047
C 2.711 0.932 -2.408
C 2.035 2.306 -2.357
C 2.303 0.125 -3.637
C 3.929 -0.635 2.245
C 3.274 -0.304 3.571
C 4.299 -2.119 2.181
N -0.812 1.245 -0.323
N -0.712 1.670 0.975
C -1.330 2.841 1.038
C -1.888 3.164 -0.206
C -1.557 2.122 -1.040
C -2.173 1.891 -2.398
C -3.033 0.625 -2.340
C -1.275 1.931 -3.631
C -1.397 3.729 2.251
C -0.288 4.782 2.179
C -1.353 2.998 3.577
H -2.419 -3.223 4.379
H -0.855 -2.873 3.618
H -2.037 -1.616 3.754
H -2.494 -4.182 2.158
H -4.078 -1.579 2.194
H -4.473 -3.009 1.239
H -4.556 -3.072 3.009
H -2.221 -4.174 -0.468
H -0.917 -3.847 -2.505
H -0.728 -1.044 -3.667
H -0.622 -2.574 -4.531
H -2.119 -2.111 -3.715
H 1.425 -1.944 -2.078
H 1.311 -3.621 -1.580
H 1.415 -3.213 -3.305
H -0.006 0.004 -1.980
H 4.721 0.154 -0.467
H 3.789 1.097 -2.518
H 0.985 2.211 -2.084
H 2.506 2.937 -1.603
H 2.089 2.813 -3.324
H 1.245 -0.119 -3.654
H 2.526 0.708 -4.534
H 2.853 -0.816 -3.701
H 4.860 -0.059 2.162
H 2.405 -0.931 3.760
H 3.987 -0.455 4.385
H 2.905 0.720 3.612
H 3.395 -2.731 2.217
H 4.833 -2.366 1.261
H 4.926 -2.393 3.032
H -2.493 4.021 -0.455
H -2.850 2.746 -2.508
H -2.430 -0.239 -2.064
H -3.813 0.726 -1.585
H -3.502 0.416 -3.305
H -0.540 1.132 -3.650
H -1.896 1.834 -4.525
H -0.730 2.874 -3.701
H -2.357 4.255 2.172
H 0.690 4.297 2.211
H -0.341 5.368 1.259
H -0.354 5.464 3.030
H -0.379 2.551 3.762
H -1.570 3.693 4.392
H -2.062 2.171 3.623
Br -0.009 -0.012 4.696
*
```

What are the Mulliken partial charges on each atom? They are as follows, in elementary charge units: 0.91, -1.53, 0.50, -1.42, -0.31, -0.84, 0.27, 0.29, -1.64, -1.27, 1.38, -1.16, 1.05, 1.35, -1.15, -0.33, -0.83, 0.29, 0.28, -1.26, -1.67, 0.50, -1.54, -1.43, 1.34, -1.14, -0.32, -0.82, 0.29, 0.28, -1.27, -1.70, 0.50, -1.42, -1.52, 0.45, 0.29, 0.13, 0.30, 0.26, 0.38, 0.43, 0.48, 0.41, 0.29, 0.49, 0.40, 0.14, 0.41, 0.37, -0.65, 0.48, 0.41, 0.15, 0.40, 0.36, 0.30, 0.50, 0.40, 0.30, 0.13, 0.45, 0.30, 0.26, 0.38, 0.43, 0.47, 0.41, 0.16, 0.39, 0.36, 0.33, 0.49, 0.41, 0.30, 0.26, 0.38, 0.43, 0.12, 0.45, 0.29, -0.76

***

# 3
Below is a structure of composition C27H46BiCl3O2P at a distorted geometry, with properties calculated with ωB97M-V/def2-TZVPD.

Values from the calculation:
**Orbital gap**: 0.12352 Eh
**HOMO energy**: -1.2 eV

Geometry as ORCA input:
```
! RIJCOSX wB97M-V def2-TZVPD def2/J DEFGRID3
* xyz -1 1
Bi -0.671 -4.790 -1.152
P -0.157 0.636 -0.418
Cl -0.054 -2.683 -2.387
C 1.293 -0.391 0.188
H 0.998 -1.437 -0.042
H 2.100 -0.168 -0.545
C -1.774 -0.253 -0.488
C 0.318 0.972 -2.172
C -2.980 0.702 -0.581
H -1.690 -0.823 -1.432
C -4.259 -0.084 -0.898
H -3.108 1.228 0.378
H -2.833 1.476 -1.348
C -4.513 -1.202 0.119
H -5.108 0.609 -0.919
H -4.167 -0.515 -1.904
C -3.281 -2.089 0.353
H -4.810 -0.750 1.075
H -5.357 -1.816 -0.215
C -2.006 -1.283 0.622
H -3.470 -2.755 1.205
H -3.111 -2.736 -0.521
H -2.100 -0.762 1.587
H -1.147 -1.962 0.718
C -0.245 2.152 0.621
C 1.528 1.913 -2.297
H 0.620 -0.039 -2.506
C 2.022 1.965 -3.751
H 1.247 2.927 -1.970
H 2.353 1.590 -1.646
C 0.911 2.318 -4.748
H 2.837 2.692 -3.826
H 2.438 0.983 -4.013
C -0.363 1.487 -4.553
H 0.664 3.383 -4.648
H 1.280 2.176 -5.769
C -0.830 1.418 -3.092
H -1.175 1.898 -5.165
H -0.182 0.461 -4.903
H -1.201 2.406 -2.775
H -1.676 0.718 -3.032
C -0.906 1.891 1.987
H 0.819 2.397 0.798
C -0.722 3.110 2.903
H -1.983 1.705 1.847
H -0.495 0.990 2.465
C -1.204 4.421 2.263
H -1.259 2.935 3.843
H 0.345 3.203 3.152
C -0.704 4.621 0.827
H -2.302 4.440 2.265
H -0.876 5.267 2.878
C -0.887 3.375 -0.054
H -1.223 5.466 0.360
H 0.365 4.871 0.851
H -1.961 3.190 -0.218
H -0.444 3.562 -1.043
C 0.600 -1.302 2.708
C 1.711 -0.223 1.485
H -0.473 -1.095 2.760
C 3.166 -0.530 1.841
H 1.445 0.735 1.951
C 3.480 -1.943 2.323
H 3.802 -0.318 0.974
H 3.477 0.179 2.621
C 2.651 -2.401 3.519
H 3.367 -2.669 1.507
H 4.539 -1.974 2.615
C 1.162 -2.548 3.143
H 3.029 -3.369 3.861
H 2.743 -1.681 4.342
H 1.073 -3.296 2.334
H 0.596 -2.937 4.007
Cl 3.716 -5.384 1.747
C 3.240 -5.801 0.079
Cl 3.409 -7.543 -0.224
C 1.863 -5.330 -0.299
O 1.467 -5.610 -1.493
O 1.092 -4.693 0.508
H 3.942 -5.281 -0.582
*
```

What are the Mulliken partial charges on each atom? They are as follows, in elementary charge units: 0.25, 0.17, -0.47, -0.24, -0.25, 0.70, -0.09, -0.04, -0.84, 1.02, -0.95, 0.22, 0.23, -0.79, 0.40, 0.39, -0.93, 0.33, 0.44, 0.25, 0.33, 0.27, 0.16, -0.24, -0.49, -0.76, 0.69, -0.92, 0.17, 0.47, -0.67, 0.41, 0.39, -0.98, 0.33, 0.35, -0.48, 0.41, 0.38, 0.24, 0.13, 0.13, 1.03, -0.91, 0.41, -0.56, -0.75, 0.40, 0.37, -0.89, 0.34, 0.42, -0.42, 0.40, 0.38, 0.20, 0.12, -0.45, 0.71, -0.12, -1.65, -0.24, -0.37, 0.44, 0.36, -1.07, 0.05, 0.35, 0.05, 0.38, 0.43, -0.35, 0.45, -0.13, 0.21, -0.17, 0.55, -0.65, -0.72, 0.28